1.
A 7-piece molecular cluster, H14O7 overall at a distorted geometry. Source: OMol25; level of theory: ωB97M-V/def2-TZVPD.

```
21
Properties=species:S:1:pos:R:3:forces:R:3
O -0.688 3.029 1.019 -0.7280 -0.5553 0.6152
O 3.663 -2.306 0.435 -1.6791 2.4258 -3.4123
O -3.085 1.806 -1.356 -1.3354 -0.9552 0.2566
O 0.648 -0.043 -0.802 2.0330 0.3710 0.9828
O -2.319 -2.231 1.205 2.4379 2.7587 3.4286
O 1.162 -1.503 1.591 0.5589 2.0929 0.1118
O 0.496 1.124 -2.826 -1.5538 1.6402 -2.2152
H -1.300 2.566 1.629 0.5355 0.1922 -0.5088
H -3.710 1.174 -0.894 1.5506 1.2754 -0.5038
H 1.313 -2.410 1.439 0.0801 -1.7560 -0.2325
H 1.362 0.857 -2.648 1.9028 -1.0098 1.0952
H -2.361 2.074 -0.781 -0.1299 -0.2769 0.2567
H 3.847 -1.366 0.125 -0.4804 -1.7888 0.1552
H 4.240 -2.362 1.127 2.4042 -0.6495 3.1062
H 0.651 1.640 -3.636 -0.5770 -0.0678 0.1358
H -0.672 3.914 1.391 0.1298 0.2701 -0.1081
H -2.836 -2.102 2.017 0.0710 -0.3618 -0.7828
H 0.665 0.303 0.088 0.4422 0.2724 0.4648
H 1.910 -1.115 1.086 -0.8579 -0.4419 0.5051
H -2.759 -2.709 0.592 -2.5355 -2.3895 -2.6805
H -0.227 -0.340 -0.800 -2.2691 -1.0462 -0.6702
```
Positions in Å, forces in eV/Å.

Its HOMO-LUMO gap is 0.38897 Ha. As for the spin multiplicity: 1. Its max |F| is 0.098 Eh/bohr. Its highest occupied orbital energy is -0.3720 Eh. The SMILES is O.O.O.O.O.O.O. The value obtained for the LUMO energy is 0.46 eV.

---

2.
One molecule with the formula C5H10N2 at a distorted geometry. Source: OMol25; level of theory: ωB97M-V/def2-TZVPD.

```
17
Properties=species:S:1:pos:R:3:forces:R:3
N 1.691 -0.301 -0.145 -1.3401 1.2559 9.4664
N -1.582 -0.812 -0.136 0.4047 0.4751 -1.6294
C -0.515 -0.137 -0.981 -3.2220 -2.0946 -5.6898
C 0.394 -0.990 -0.203 4.9146 0.2135 -1.1302
C -0.479 -0.660 0.813 -3.0063 0.6759 6.6264
C -0.194 0.842 1.038 6.1801 -0.7433 -3.8059
C -0.250 1.238 -0.530 -0.8107 2.7975 -0.2280
H 2.129 -0.675 -0.821 5.3551 -3.2597 -5.8355
H 0.292 -2.056 -0.161 0.7631 -0.7732 -1.7170
H -2.488 -0.368 -0.118 0.0868 0.5061 0.7607
H -0.495 -1.445 1.614 -0.1585 1.3784 0.2750
H 1.049 1.082 1.000 -3.7652 -0.4756 2.0055
H 0.624 1.645 -1.219 -1.1177 -0.7076 2.3953
H -1.013 2.087 -0.585 0.2738 -1.6864 -0.6461
H -0.557 -0.362 -2.112 -0.2333 0.6576 1.4713
H -0.898 1.274 1.599 -2.0355 2.2601 2.3268
H 2.292 -0.360 0.944 -2.2888 -0.4797 -4.6456
```
Positions in Å, forces in eV/Å.

Its HOMO-LUMO gap is 0.37479 Ha. As for the spin multiplicity: 1. Its max |F| is 0.188 Eh/bohr. Its highest occupied orbital energy is -0.3372 Eh. The value obtained for the LUMO energy is 1.02 eV.

---

3.
C27H49Cl2FMgN3O11P as an isolated structure at a distorted geometry. Source: OMol25; level of theory: ωB97M-V/def2-TZVPD.

```
95
Properties=species:S:1:pos:R:3:forces:R:3
Cl 0.726 7.060 3.169 0.4266 0.7009 1.0202
Cl -0.738 2.125 3.210 0.2893 0.4763 -0.9411
P 2.573 0.826 -2.983 1.7377 -2.3037 -0.1557
Mg -0.470 5.508 -3.483 -2.7991 -3.0532 -2.9841
F 5.695 3.393 0.739 -0.0998 0.0533 -0.3137
O 0.413 -3.980 1.648 0.0464 0.3796 -1.9362
O -1.549 2.127 -6.051 0.3536 0.3424 0.2498
O -0.674 4.189 -5.942 0.8170 2.2688 -0.8673
O 1.946 7.811 3.346 -0.3497 -0.2368 -0.2000
O -1.083 3.175 -4.132 0.2124 0.3955 4.7848
O 1.410 0.158 -1.914 -0.2032 2.2259 -2.0715
O 0.674 6.535 1.814 -0.0912 0.3266 -0.5090
O 1.904 1.064 -4.540 -0.3676 0.4339 2.1000
O -1.061 -7.066 -3.737 0.0005 -0.2004 -0.7638
O 0.689 5.958 4.105 -0.1156 -0.0001 -0.3464
O -0.415 7.922 3.388 0.0439 -0.2284 -0.2190
N -0.002 -3.868 0.374 -0.6259 -0.8606 3.8973
N -1.157 0.527 8.956 -0.0447 0.4543 -0.2276
N 1.785 3.426 -2.361 -0.9545 1.5086 -0.5693
C 0.947 3.630 1.438 0.7868 -0.6603 0.3766
C 3.935 2.634 -1.093 0.1368 -0.8143 0.2937
C 1.563 3.042 0.085 0.8990 0.0502 0.2852
C 3.120 2.628 0.281 -0.5717 1.5780 0.0573
C -1.100 1.772 6.899 -0.0325 0.0405 0.0580
C -0.559 3.194 1.700 -0.3108 0.7351 -0.5874
C -1.314 2.955 7.590 -0.0260 0.1427 -0.0776
C -2.911 -4.415 0.318 -0.0312 -0.0092 -0.0576
C -1.132 3.097 -5.411 -0.2848 0.3159 -1.0061
C 1.636 4.402 -3.479 -0.3372 0.5347 -1.4443
C -2.348 -3.141 0.934 -0.0336 -0.3996 0.1194
C 0.431 -6.372 0.400 0.2096 0.4399 0.5928
C -0.476 -5.213 -0.076 0.1974 -1.2336 -1.6148
C -1.797 -7.368 -5.976 -0.2349 -0.1778 0.1949
C -1.583 4.391 1.865 -0.5713 -0.3908 -0.5952
C -0.392 -5.281 -1.628 -0.0420 0.4765 -0.1175
C -1.231 -2.298 -1.142 -0.0859 -0.2717 -0.2961
C -1.362 1.684 9.601 0.0694 -0.4592 -0.1306
C -0.908 -6.785 -4.909 -0.0902 -0.1696 0.5490
C -1.902 -5.552 0.421 -0.1971 0.2802 0.3342
C -0.993 -2.752 0.318 -0.5468 1.7737 -1.0804
C -0.470 -1.476 1.014 0.4116 -0.4015 0.4026
C 3.042 2.584 -2.415 0.6974 -0.1866 -0.6984
C -1.450 2.914 8.969 0.0099 -0.0555 -0.0910
C -1.031 0.593 7.623 -0.0363 -0.1406 0.4717
C 0.177 -5.840 -5.351 0.1457 0.0687 0.3365
C 1.584 4.159 -1.075 -1.1563 -1.0965 2.8059
H 0.524 4.603 -1.070 1.1629 -0.2808 -0.3109
H -2.531 -8.029 -5.513 0.0904 0.0763 -0.0193
H -3.829 -4.696 0.844 0.0439 -0.0186 -0.0626
H 3.692 3.003 -3.258 -0.9584 -0.7121 0.9473
H -1.856 -5.856 1.473 0.2059 0.0904 -0.0310
H 3.252 1.685 0.883 -0.2851 0.9217 -0.8694
H 0.985 2.766 -2.445 0.2243 0.6038 0.0134
H -0.264 -4.972 -5.845 0.0791 -0.0904 -0.1718
H -1.686 4.920 0.854 0.3354 -0.5110 1.2973
H 0.353 -6.003 -1.966 -0.2107 -0.1113 0.2243
H 0.504 -1.182 0.612 -0.0389 -0.0979 0.0395
H -0.372 -1.596 2.095 0.0802 -0.1262 -0.1310
H -1.155 -0.638 0.857 -0.0943 -0.2320 -0.1455
H -1.870 -1.411 -1.170 0.0685 -0.0623 0.2311
H -0.989 1.767 5.822 0.0139 0.0088 0.0941
H -2.244 -3.283 2.016 0.2056 -0.0048 -0.0743
H 1.110 5.340 -3.015 2.6014 -0.9036 0.1637
H 4.579 1.691 -1.100 -0.7598 1.3313 -0.1857
H -3.069 -2.328 0.806 0.2516 0.0977 -0.0840
H 0.127 -7.309 -0.078 -0.1412 0.2825 -0.1619
H 0.948 2.123 -0.223 0.6633 1.3040 -0.0204
H -1.459 1.602 10.679 -0.0076 0.0626 -0.0056
H -2.288 -6.420 -0.124 0.2934 0.0255 -0.0629
H -1.619 3.817 9.542 0.0184 -0.0404 -0.0032
H 0.738 -5.499 -4.479 -0.0716 -0.0436 -0.0809
H 2.601 4.774 -3.925 -0.9525 -0.3938 0.8362
H 1.585 3.189 2.277 -0.8611 0.6881 -1.0722
H -1.299 5.147 2.651 -0.1163 -1.0084 -0.9065
H 4.685 3.492 -1.155 -1.0816 -1.0731 0.4954
H 3.560 3.474 0.911 -0.1187 -1.3042 -0.8674
H -0.884 2.521 0.840 0.2082 0.7728 1.1884
H -2.625 3.980 2.091 1.4410 0.4411 -0.1989
H -0.074 -4.341 -2.082 -0.1080 0.0510 0.1925
H -1.344 -5.563 -2.079 0.1348 0.0518 0.1103
H 0.944 4.032 -4.316 0.9742 -0.1067 0.7602
H 2.355 4.963 -0.867 -0.7538 -1.0506 -0.4716
H 0.525 0.518 -2.162 0.2638 -0.4827 0.5199
H 0.862 -6.352 -6.030 -0.0926 0.1247 -0.1473
H 1.434 0.269 -4.855 0.2116 0.3950 0.1469
H 1.478 -6.191 0.141 -0.1058 0.0633 0.0165
H -1.199 -7.947 -6.682 -0.0384 0.1676 -0.1281
H -2.326 -6.567 -6.497 0.1351 -0.0522 -0.1619
H -1.375 3.898 7.058 0.0411 -0.0558 -0.0018
H 1.095 4.763 1.484 -0.4238 -1.6795 0.0335
H 0.370 -6.540 1.477 0.0541 0.2049 -0.0479
H -0.868 -0.358 7.127 0.0126 0.0544 -0.0491
H -3.198 -4.252 -0.725 0.0514 0.0511 0.0138
H -1.736 -3.045 -1.755 0.1004 -0.0028 0.0312
H -0.288 -2.036 -1.630 0.0024 -0.0781 0.0898
```
Positions in Å, forces in eV/Å.

Its HOMO-LUMO gap is 0.08948 Ha. As for the spin multiplicity: 2. Its max |F| is 0.099 Eh/bohr. Its highest occupied orbital energy is -0.1915 Eh. The total charge is -1. The value obtained for the LUMO energy is -2.78 eV.

---

4.
C24H47AgClF3O2PSi2 as an isolated structure at a distorted geometry. Source: OMol25; level of theory: ωB97M-V/def2-TZVPD.

```
81
Properties=species:S:1:pos:R:3:forces:R:3
Ag -5.045 1.846 2.528 -0.4155 0.1152 0.4076
Cl -1.216 6.896 2.003 0.0798 0.0505 -0.1073
P -2.622 0.697 -1.256 0.1053 -0.1844 -0.2103
Si -0.958 2.342 2.465 0.5955 0.6288 -0.6280
Si -0.780 0.462 0.045 0.2053 0.0155 -0.0696
F 1.989 0.604 1.726 0.2380 0.1041 -0.3216
F 3.900 0.739 0.691 -0.5256 0.0838 0.0085
F 2.354 2.236 0.326 0.2513 -0.3896 0.0114
O 1.990 -1.279 -0.166 -0.0110 -0.0314 0.1117
O -0.420 1.798 1.045 -0.8551 -0.5654 0.2060
C -4.342 -0.151 0.985 0.0095 -0.0337 -0.0973
C 2.044 0.055 -0.612 0.2142 -0.1233 -0.1004
C 0.059 -4.494 -0.875 -0.0592 0.1254 -0.0255
C -1.073 0.905 3.847 0.1192 -0.8656 0.9388
C 2.277 -4.318 -2.180 -0.0062 0.1927 0.0777
C 0.669 0.447 -1.143 0.0884 0.3395 0.2272
C -2.335 5.668 2.618 -0.0042 0.0917 0.0560
C -2.651 3.145 2.321 -0.3270 0.1448 0.8854
C 2.581 0.924 0.524 -0.0754 0.2161 0.2697
C 4.336 -0.982 -5.463 0.0185 0.0773 0.1307
C -0.251 -3.578 0.312 -0.1231 -0.0716 0.0359
C 0.184 0.280 3.932 -0.1671 0.2434 -0.2058
C 0.211 3.514 3.229 -0.2553 -0.2473 0.3650
C 0.834 -3.827 -2.022 0.1022 0.0689 -0.0677
C 4.263 -2.413 -4.937 0.0031 -0.1102 -0.0891
C -1.045 -2.324 -0.070 -0.1795 -0.0647 0.1951
C -3.977 -0.311 -0.501 -0.0603 0.1612 0.0406
C 1.065 4.222 2.506 0.2992 0.2500 -0.2687
C -3.294 2.408 -1.084 0.0860 0.0818 -0.0651
C 1.328 0.807 4.608 -0.1793 0.0151 0.1984
C 2.862 -4.061 -3.563 -0.1110 0.1335 -0.2053
C 3.270 -2.606 -3.794 0.0083 0.1057 0.1568
C -0.912 -1.168 0.961 -0.0811 0.0159 -0.1167
C -2.528 4.524 1.625 0.0691 -0.0808 -0.1762
H 2.108 -4.325 -4.312 0.1136 -0.1425 -0.0750
H 0.632 -5.345 -0.506 -0.0696 -0.0867 0.0301
H -1.759 -1.221 1.650 0.0860 0.0574 0.1681
H 2.383 -1.996 -3.995 -0.0661 -0.0120 0.0602
H 3.713 -2.223 -2.864 0.0030 0.1089 -0.0119
H -5.136 0.634 1.017 -0.1979 -0.1022 -0.2069
H -3.468 0.127 1.580 0.0462 -0.0734 0.0441
H 0.870 -2.750 -1.853 -0.0203 0.0402 -0.1422
H -3.411 4.703 1.013 -0.0062 0.0553 -0.0295
H 2.088 1.368 4.079 0.1123 -0.1684 -0.1025
H 0.312 -3.971 -2.971 -0.0482 -0.0783 0.0196
H 0.749 1.455 -1.560 -0.0861 -0.0044 -0.0918
H -1.926 5.316 3.562 0.0358 -0.0078 0.0213
H -3.405 2.529 1.797 0.6279 -0.0461 -0.4890
H 3.721 -4.709 -3.742 0.0638 -0.0105 0.0933
H 0.441 -0.218 -1.975 0.0200 -0.0261 -0.0543
H 2.875 -1.661 -0.144 0.0480 -0.0327 -0.0757
H -2.097 -2.609 -0.123 -0.0298 0.0221 -0.1365
H 1.487 0.509 5.640 -0.0193 0.1530 0.0761
H -0.885 -4.896 -1.249 -0.0087 -0.0407 -0.0227
H -1.263 1.539 4.719 -0.0059 0.2915 -0.1409
H 5.028 -0.371 -4.881 -0.0123 0.0188 0.0647
H 0.219 3.646 4.308 -0.0066 0.0235 0.0756
H -2.984 3.317 3.360 -0.0940 -0.0250 -0.0282
H -4.844 -0.039 -1.105 -0.0641 -0.1876 -0.0381
H 5.252 -2.725 -4.595 0.0350 -0.1023 -0.0716
H -4.790 -1.046 1.412 -0.0275 -0.0346 -0.0045
H -3.268 6.191 2.814 -0.0750 -0.1003 0.0922
H 4.000 -3.092 -5.752 -0.0850 0.0201 -0.0129
H -1.688 4.515 0.928 0.0390 -0.0150 0.0037
H 1.773 4.898 2.966 0.0032 0.1289 0.0026
H -1.887 0.212 3.640 -0.0317 0.0412 -0.3106
H 2.333 -5.378 -1.933 0.0102 -0.0490 -0.0349
H -3.784 -1.360 -0.711 0.0806 -0.0405 0.0007
H 1.099 4.155 1.427 0.0695 -0.0564 -0.0684
H -4.089 2.499 -0.341 0.0473 0.0190 0.0998
H 2.900 -3.772 -1.461 0.0790 -0.2816 0.1895
H 3.358 -0.499 -5.415 -0.0503 -0.0032 -0.0982
H 0.667 -3.305 0.836 0.0911 0.1102 -0.1343
H -2.498 3.113 -0.852 -0.0125 0.0663 0.0259
H 4.672 -0.948 -6.497 0.0498 -0.0074 -0.0343
H -0.858 -4.143 1.026 0.1076 -0.0212 0.1194
H -0.778 -1.994 -1.074 0.1182 0.0210 -0.0109
H -3.719 2.700 -2.042 -0.0259 0.0307 -0.0117
H 0.297 -0.683 3.431 0.0640 0.0617 -0.2471
H 0.010 -1.319 1.525 0.0709 -0.0011 -0.0026
H 2.783 0.170 -1.412 -0.0360 -0.0057 -0.0679
```
Positions in Å, forces in eV/Å.

Its HOMO-LUMO gap (spin up / spin down) is 0.20629 / 0.20627 Ha. As for the spin multiplicity: 2. Its max |F| is 0.025 Eh/bohr. Its highest occupied orbital energy (spin up / spin down) is -0.5031 / -0.5031 Eh. The total charge is +2. The value obtained for the LUMO energy (spin up / spin down) is -8.08 / -8.08 eV.

---

For the records above, the corresponding total energy values read -535.010638, -305.806561, -3611.285656, -2919.638401 a.u..